Density functional theory data (the ωB97M-V functional and the def2-TZVPD basis) for a cluster of 2 separate species, C3H8N2O2 in total in a non-equilibrium geometry.

Structure (ORCA input):
```
! wB97M-V def2-TZVPD RIJCOSX def2/J DEFGRID3
* xyz 0 1
C 0.057 -1.642 1.030
C 0.774 -0.477 0.387
N 2.038 -0.535 0.252
H 2.379 0.262 -0.299
H -0.167 0.863 0.786
H -0.762 -1.981 0.390
H -0.381 -1.342 1.987
H 0.738 -2.478 1.209
C -0.137 0.777 -0.975
N -0.865 1.624 0.237
O -1.126 -0.002 -1.510
O 0.704 1.392 -1.589
H -0.744 -0.507 -2.243
H -0.643 2.613 0.133
H -1.866 1.434 0.205
*
```

Calculated values
* HOMO: -7.962 eV
* E_LUMO: 0.535 eV
* E: -10312.8376 eV
* energy relative to the best compared isomer or geometry (same formula, charge and spin): 397.0 kJ/mol